# C22H27BCoN6O2S

A structure of composition C22H27BCoN6O2S (ωB97M-V/def2-TZVPD, OMol25).

CARTESIAN COORDINATES (ANGSTROEM)
Co  -0.05  0.50  0.23
C  0.90  0.40  -3.05
C  -0.25  -0.43  -2.60
C  -1.07  -1.30  -3.33
C  -1.98  -1.81  -2.43
C  -3.09  -2.78  -2.64
N  -1.72  -1.27  -1.23
N  -0.66  -0.43  -1.33
B  -2.37  -1.43  0.16
N  -2.89  -0.06  0.64
N  -2.02  0.98  0.76
C  -2.72  2.03  1.18
C  -2.10  3.36  1.41
C  -4.06  1.66  1.34
C  -4.13  0.33  1.00
C  -5.30  -0.59  0.98
N  -1.25  -1.90  1.12
N  -0.15  -1.12  1.23
C  0.68  -1.71  2.10
C  2.00  -1.11  2.45
C  0.09  -2.89  2.56
C  -1.13  -2.98  1.91
C  -2.18  -4.03  2.01
H  1.08  0.26  -4.11
H  0.70  1.46  -2.87
H  1.81  0.14  -2.50
H  -1.00  -1.52  -4.38
H  -3.12  -3.08  -3.68
H  -2.97  -3.67  -2.02
H  -4.06  -2.34  -2.39
H  -3.26  -2.22  0.13
H  -1.03  3.34  1.19
H  -2.56  4.12  0.78
H  -2.23  3.67  2.45
H  -4.88  2.28  1.67
H  -6.19  -0.05  1.30
H  -5.48  -0.99  -0.02
H  -5.15  -1.44  1.65
H  2.15  -0.17  1.92
H  2.06  -0.92  3.52
H  2.81  -1.79  2.19
H  0.51  -3.59  3.26
H  -1.86  -4.80  2.70
H  -3.12  -3.61  2.37
H  -2.37  -4.49  1.04
O  7.86  3.11  -0.47
C  7.01  2.57  -1.38
O  7.40  2.29  -2.47
C  5.60  2.38  -0.91
C  4.57  2.57  -1.83
C  3.26  2.48  -1.43
C  2.93  2.17  -0.10
S  1.26  2.23  0.46
C  3.97  1.92  0.80
C  5.29  2.03  0.40
H  7.38  3.36  0.32
H  4.83  2.80  -2.85
H  2.46  2.65  -2.14
H  3.73  1.63  1.82
H  6.08  1.82  1.12

Calculated values
<S²>: 0.762
Multiplicity: 2
E_HOMO (spin up / spin down) in eV: -8.2 / -8.1
Net charge: 0
Frontier orbital gap (spin up / spin down) in eV: 7.83 / 8.52

=====

# C30H33BF2O2

A cluster of 2 separate species, C30H33BF2O2 in total at a distorted geometry (ωB97M-V/def2-TZVPD, OMol25).

CARTESIAN COORDINATES (ANGSTROEM)
C  -3.91  -3.28  -3.28
C  -2.76  -3.07  -2.31
C  -2.06  -4.41  -2.04
O  -1.85  -2.14  -2.85
B  -1.24  -1.50  -1.69
C  0.32  -2.06  -1.57
C  0.94  -2.09  -0.33
C  2.28  -2.52  -0.23
C  2.97  -2.93  -1.37
C  2.33  -2.91  -2.62
C  0.99  -2.46  -2.71
C  -1.13  0.18  -1.84
C  -1.12  1.03  -0.62
C  -1.18  0.78  -3.02
O  -1.97  -1.80  -0.47
C  -3.18  -2.37  -0.91
C  -4.22  -1.28  -1.16
C  -3.67  -3.33  0.16
H  -4.66  -3.93  -2.81
H  -4.37  -2.33  -3.55
H  -3.53  -3.78  -4.18
H  -2.80  -5.14  -1.69
H  -1.62  -4.78  -2.97
H  -1.26  -4.30  -1.29
H  0.41  -1.78  0.57
H  2.75  -2.52  0.76
H  4.02  -3.23  -1.30
H  2.84  -3.22  -3.53
H  0.51  -2.42  -3.69
H  -1.17  0.45  0.30
H  -0.22  1.65  -0.64
H  -1.97  1.72  -0.69
H  -1.18  1.87  -3.13
H  -1.24  0.19  -3.95
H  -5.18  -1.75  -1.40
H  -4.34  -0.67  -0.26
H  -3.91  -0.62  -1.99
H  -4.58  -3.83  -0.19
H  -2.91  -4.07  0.40
H  -3.92  -2.75  1.06
F  6.56  2.14  3.13
C  5.84  1.83  2.00
C  6.47  1.03  1.03
C  5.71  0.68  -0.11
C  4.39  1.09  -0.24
C  3.76  1.87  0.77
C  2.37  2.19  0.66
C  1.70  3.01  1.55
C  0.32  3.02  1.72
C  -0.27  3.78  2.79
C  0.40  4.87  3.43
C  -0.19  5.46  4.54
F  0.47  6.51  5.15
C  -1.42  5.08  5.07
C  -2.07  4.01  4.44
C  -1.53  3.38  3.33
C  4.53  2.26  1.90
H  7.49  0.68  1.17
H  6.16  0.05  -0.88
H  3.80  0.81  -1.11
H  1.81  1.77  -0.17
H  2.25  3.67  2.23
H  -0.28  2.31  1.16
H  1.37  5.23  3.09
H  -1.84  5.59  5.94
H  -3.03  3.67  4.83
H  -2.02  2.53  2.87
H  4.08  2.84  2.71

Calculated values
E_HOMO in eV: -6.6
Net charge: 0
Frontier orbital gap in eV: 2.62

=====

In the order shown, the computed relative energy (zero: lowest compared OMol25 entry of this formula, charge and spin) values come out to 0.000; 0.000 eV.